No. 1
Molecular formula: C22H30N4O5
Method: DFT, ωB97M-V/def2-TZVPD

## Properties
DFT total energy	-1451.63573	Eh
SMILES	CNC(=O)[C@H](Cc1c[nH]c2ccccc12)NC(C)=O.CCCC(=O)N[C@H]1CCOC1=O

Geometry as ORCA input:
```
! wB97M-V def2-TZVPD RIJCOSX def2/J DEFGRID3
* xyz 0 1
C 0.3920 4.3299 2.2243
H -2.2630 -8.4534 1.5342
O -1.6720 3.4936 3.1380
C 1.2404 2.1959 1.1037
H -0.9282 3.7678 0.1128
C 0.5208 2.1347 -3.1160
H 0.8584 4.2639 -3.2031
O 2.0832 6.5788 2.6195
C 1.3875 6.1767 3.5426
H -1.3733 -3.9736 -2.2775
C -1.0350 3.7597 2.1239
H -3.4182 2.8440 1.5167
H 0.4047 7.2102 5.1298
H 0.9035 -4.6118 -4.6225
O 0.1953 -5.9932 -0.4831
H 1.4964 2.7214 3.1316
N -0.5835 -4.5638 -2.0333
C 1.0910 0.8680 1.3128
N -1.5409 3.5845 0.8949
N 0.8570 0.2320 0.1098
C 1.3257 -2.8934 -1.8544
H 0.3120 2.0454 -4.1731
H -0.2093 -3.2831 -4.2213
C 0.8292 3.3914 -2.5641
H -3.2198 -6.1863 1.4166
H -1.2062 -8.1197 0.1518
C 1.4634 3.2283 2.1654
O 1.1072 -2.5938 -0.6852
H 1.7855 6.2040 5.6375
H 2.8210 -3.2356 -4.2686
H 1.3517 4.4897 -0.7812
H -3.4341 3.7755 0.0052
C -2.1664 -5.5046 -0.3391
H 2.0691 7.7520 4.8047
C 0.7557 -4.1628 -2.4925
C 1.1064 3.5197 -1.1892
C -2.2598 -6.3769 0.9264
O 1.9585 -2.1105 -2.7502
H 0.0066 4.8749 4.2361
H -2.4893 -4.4927 -0.0797
C -0.7664 -5.3977 -0.9467
H 1.6772 -1.9972 -4.8222
C 1.8731 -2.7363 -4.0379
C 0.7815 1.1320 -0.9298
C 0.5028 0.9941 -2.2959
H 0.8074 -0.7812 0.0074
N 0.5739 5.1281 3.4408
H 1.4813 -4.9700 -2.3385
H -2.7685 2.1239 0.0309
H 0.2845 0.0219 -2.7073
C 1.0810 2.3937 -0.3353
C -2.8694 3.0520 0.5953
H -2.8533 -5.8889 -1.0980
H -1.4693 -6.0975 1.6318
H 0.5378 4.9814 1.3628
C 0.7407 -3.7587 -3.9560
H -2.9682 -8.1711 -0.0703
C -2.1669 -7.8723 0.6122
H 1.1481 0.3799 2.2785
C 1.4121 6.8858 4.8763
H 2.4372 3.6915 1.9977
*
```

No. 2
Molecular formula: C22H30O2SiTb
Method: DFT, ωB97M-V/def2-TZVPD

## Properties
DFT total energy	-2120.37598	Eh

Geometry as ORCA input:
```
! wB97M-V def2-TZVPD RIJCOSX def2/J DEFGRID3
* xyz 1 7
H 2.2244 -0.9855 0.2144
H -3.3415 0.5206 -1.8542
C -2.0517 -1.9626 4.1867
C -0.2998 1.4767 3.4438
H -0.0996 -3.6238 3.5853
C 2.3585 0.8050 -2.4692
C 0.1910 1.9662 2.1953
Si -0.1552 0.9744 -1.8771
H 0.1533 1.6304 -4.1449
C 2.8593 -1.8359 -3.0628
C -1.5741 2.9025 -4.4735
C 1.5243 -2.2407 3.1358
H 0.1826 2.3459 -1.8743
C 0.1950 -2.5856 3.8027
C 1.6118 -1.4442 -2.5705
H 0.3305 -2.4812 4.8885
H 0.2861 1.2192 4.3317
C -3.5831 2.2312 -3.2115
C -0.9227 1.7498 -3.9934
H 3.1452 -2.8776 -3.2673
H 2.8393 0.0357 1.5721
H -3.1148 1.9329 1.6373
H -2.4079 1.3378 4.2272
C -0.9453 2.2731 1.3708
C -0.5410 -2.1749 0.1413
H -0.9904 -1.8604 -0.7623
C -1.5626 1.0078 -2.9666
C -2.8931 1.1633 -2.6143
H -0.7016 0.5044 -0.5370
H -0.8654 2.7345 0.3761
O -0.8934 -1.7310 3.3996
C -2.1217 1.8752 2.0711
H 4.2227 1.2745 -3.3526
O 1.3346 -1.2643 2.0457
H -1.9488 -2.9414 4.6674
H 2.1820 -1.7487 3.8696
H 1.2445 2.1338 1.9620
H 3.2588 -1.7208 1.4718
H -1.0823 -2.9463 0.7283
H -1.0180 3.5880 -5.1351
H -4.6327 2.4226 -2.9746
H 4.8029 -1.1164 -3.6921
C 3.5501 0.4677 -3.0754
H 0.4337 -2.5963 -0.1473
H 0.8663 -2.2213 -2.4642
H -2.9532 -1.9568 3.5638
H 2.2038 1.8473 -2.2188
C 3.8245 -0.8674 -3.3142
H -2.1216 -1.1915 4.9604
H 1.9873 -3.1574 2.7251
C 2.5005 -0.9578 1.2684
Tb -0.7219 -0.4331 1.7078
C 1.3121 -0.0909 -2.2918
H -3.4251 4.0139 -4.4841
C -2.9202 3.1051 -4.1046
C -1.7365 1.4741 3.3835
*
```

No. 3
Molecular formula: C22H31As3Cl2CoF5NO
Method: DFT, ωB97M-V/def2-TZVPD

## Properties
DFT total energy	-10496.49895	Eh

Geometry as ORCA input:
```
! wB97M-V def2-TZVPD RIJCOSX def2/J DEFGRID3
* xyz 1 1
C -5.1483 1.2465 -2.0130
C -4.6152 2.3964 -1.4973
H 3.5766 0.2686 2.3707
H 2.9726 -1.5602 -0.1271
H -4.1974 -3.1029 -3.2864
As 3.7696 -2.2756 2.8552
H 1.4435 -3.0893 2.7788
H 4.9316 -3.0055 0.7065
H 4.6303 -0.1168 3.7350
C -4.3197 0.1250 -2.1976
H 5.9925 -2.0349 1.7285
C -3.8576 -2.1550 -2.8911
Cl -1.3857 -3.2706 -2.8497
C -2.4934 -1.9842 -2.5754
H 4.7966 -1.2260 0.7111
H 0.1295 2.4116 2.6405
H 0.2132 -3.5908 0.2845
C 2.0589 -2.7120 1.9581
H -0.7310 -2.1341 0.0322
C 0.7870 -0.5509 1.8751
H 1.1429 -0.7295 -3.3203
C 3.6819 -0.3599 3.2564
C -4.7465 -1.1351 -2.7065
C 0.3175 2.9114 -0.5936
H 4.0943 0.5474 -0.8734
H -5.2245 3.2770 -1.3460
H 1.6011 -2.1816 -1.0293
C 1.9849 -0.1639 -2.9296
H -2.8306 3.3169 -0.7148
H -0.6537 -2.8748 1.6447
H 3.3208 2.1280 -1.1637
C 1.1675 -1.8124 1.0752
H 1.5998 0.1767 1.8886
H -2.1978 -0.9980 2.6351
C -0.5779 4.1391 -0.3589
H -3.1428 0.2179 1.7477
As -0.7238 0.4833 1.2733
F 1.0716 2.8514 0.5824
C 3.2635 1.1970 -0.6061
Cl -6.4102 -1.3703 -3.0948
O -0.7814 -0.5312 -1.7435
C -2.0298 -0.7903 -2.0649
H 3.2857 1.4283 0.4561
C 4.9835 -2.1091 1.3245
F 1.1602 3.2642 -1.6035
H -6.1953 1.1903 -2.2816
H -2.5623 -1.2333 0.9071
H -1.6321 2.4805 2.4986
C -2.9665 0.2562 -1.8722
C 1.8943 -1.4733 -0.2526
F -1.4370 3.9070 0.6559
C -3.2581 2.4345 -1.1540
H 0.5754 -0.8023 2.9153
H -0.8874 1.3055 3.6082
C -2.3276 -0.5016 1.6761
Co -0.5129 1.1811 -0.9409
C -0.0808 -2.6454 0.7426
F -1.2881 4.3821 -1.4778
H 2.8969 -0.7548 -2.9913
H 2.3365 -3.5938 1.3707
N -2.4417 1.4067 -1.3448
H 2.1068 0.7548 -3.5008
F 0.1170 5.2331 -0.0712
H 2.8818 -0.1430 3.9635
C -0.7822 1.8207 2.6561
As 1.6531 0.2731 -1.0806
*
```

No. 4
Molecular formula: C22H31BN6OV
Method: DFT, ωB97M-V/def2-TZVPD

## Properties
DFT total energy	-2229.07469	Eh

Geometry as ORCA input:
```
! wB97M-V def2-TZVPD RIJCOSX def2/J DEFGRID3
* xyz 2 4
B 0.1759 -0.0667 -3.9493
N -0.5857 1.1758 -3.4113
C 0.2315 0.6792 4.7721
H -3.1770 -1.4958 0.3651
N -1.0635 -1.5929 -2.3217
C 2.6094 -2.5746 2.8075
C -1.9491 -2.6252 -2.3461
H 0.4429 -3.3609 4.3407
C -1.6647 2.3456 -1.8927
C 2.6628 -0.2947 -1.2616
C -0.4309 2.4110 1.4117
N -0.7371 -1.2888 -3.6467
C -0.1448 1.6460 3.8400
H 4.6246 -0.0881 -2.2776
N 1.4816 -0.1782 -3.1196
C 0.7243 -0.9046 3.0043
O 0.3673 -0.2103 0.7723
N 1.4014 -0.3114 -1.7451
H -0.5061 2.6221 4.1708
H -0.7925 -3.1947 3.0743
C -0.9213 2.3363 -3.9991
H 0.9483 -2.3788 1.4766
H 0.4106 0.0222 -5.1207
C -1.6054 3.1125 -3.0644
H 2.8813 -3.5737 2.4481
V -0.5043 -0.4846 -0.8213
C -2.2744 -0.8771 0.3892
C -2.2029 -2.9644 -3.6744
C -1.4201 -2.1119 -4.4572
H -0.7982 4.1795 2.6240
H 0.5243 -4.3693 2.8764
H 3.2242 -1.8391 2.2767
C -1.3384 3.5220 1.9323
C 2.7707 -0.0700 -3.4838
C -0.0667 1.3872 2.4742
C 1.1250 -2.3101 2.5597
H -2.3422 -3.0192 -1.4195
H 0.5205 3.5423 -0.1745
H 1.5136 2.2077 0.4482
C 3.5555 -0.1403 -2.3318
H -1.4101 -1.5707 0.1206
H 1.3146 3.6925 1.4132
C 0.8060 2.9953 0.7327
H -2.0037 4.0982 -3.1975
C 0.6555 -0.5817 4.3549
H -1.3006 -2.0345 -5.5270
H -1.7009 4.1323 1.0958
N -1.0293 1.1730 -2.0978
H 3.0283 0.0448 -4.5254
H -2.2130 3.1066 2.4474
H 2.8612 -0.3899 -0.2019
C 0.3731 0.0953 2.0586
C 0.2738 -3.3726 3.2562
H -2.1561 -0.4899 1.4023
H 2.8440 -2.5130 3.8781
H 0.9311 -1.3460 5.0850
H -2.8759 -3.7269 -4.0147
H 0.1865 0.9094 5.8358
H -0.6564 2.5243 -5.0283
H -0.9992 1.8779 0.6289
H -2.4668 -0.0528 -0.3232
H -2.1323 2.5639 -0.9394
*
```